w) Molecular formula: C8H10
Method: DFT, ωB97M-V with the def2-TZVPD basis set

Geometry as XYZ:
```
18
Properties=species:S:1:pos:R:3:mulliken_charge:R:1
C 0.110 -0.085 1.627 -0.192
C 1.114 -0.562 0.740 -0.364
C 1.660 0.034 -0.267 -0.240
C 1.255 1.373 -0.467 -0.522
C 0.147 1.867 0.246 -0.322
C -0.442 1.127 1.347 -0.255
C -0.658 -1.716 -1.035 -0.355
C -1.736 -0.676 -1.037 -0.512
H -0.336 -0.789 2.533 0.183
H 1.528 -1.527 1.156 0.324
H 2.246 -0.603 -0.986 0.384
H 1.486 1.793 -1.451 0.300
H -0.145 2.899 0.085 0.373
H -1.364 1.702 1.617 0.307
H 0.150 -1.917 -1.910 0.265
H -0.496 -2.232 0.091 0.166
H -1.909 0.107 -1.973 0.202
H -2.612 -0.794 -0.316 0.257
```

Output
HOMO: -8.8 eV
SMILES: c1ccccc1.C=C
Multiplicity: 1

=====

x) Molecular formula: C8H10
Method: DFT, ωB97M-V with the def2-TZVPD basis set

Geometry as XYZ:
```
18
Properties=species:S:1:pos:R:3:mulliken_charge:R:1
C 1.345 0.113 1.458 -1.759
C 0.256 -0.094 0.303 1.920
C 0.946 -1.241 -0.664 -0.268
C 0.194 -2.054 -1.299 -0.862
C -1.161 -0.414 0.609 -0.710
C -2.146 0.352 0.244 -0.516
C 0.451 1.099 -0.418 -0.361
C 0.041 2.388 -0.574 -0.772
H 1.132 1.188 1.931 0.314
H 2.286 0.410 0.932 0.402
H 1.542 -0.721 1.876 0.622
H 2.191 -1.277 -0.423 0.145
H 0.557 -2.724 -1.943 0.368
H -0.826 -1.884 -1.383 0.390
H -1.397 -1.428 1.011 0.395
H -3.254 0.133 0.265 0.307
H -1.819 1.614 0.120 0.064
H 0.030 3.795 -0.335 0.321
```

Output
HOMO: -9.1 eV
Multiplicity: 1

=====

Which one sits at the bottom of the stability order? x) does.

=====

w) Molecular formula: C3H5NO
Method: DFT, ωB97M-V with the def2-TZVPD basis set

Geometry as XYZ:
```
10
Properties=species:S:1:pos:R:3:mulliken_charge:R:1
C 1.817 0.953 0.050 -0.563
C 0.637 0.434 0.029 0.054
C -1.622 -0.491 -0.249 0.023
N -0.606 0.468 -0.361 -0.124
O -1.648 0.599 0.638 -0.313
H 2.393 0.673 0.867 0.273
H 2.206 1.545 -0.815 0.252
H 0.689 -2.121 0.378 -0.023
H -2.480 -0.673 -0.863 0.235
H -1.386 -1.387 0.326 0.186
```

Output
HOMO (spin up / spin down): -7.4 / -9.9 eV
Multiplicity: 1

=====

x) Molecular formula: C3H5NO
Method: DFT, ωB97M-V with the def2-TZVPD basis set

Geometry as XYZ:
```
10
Properties=species:S:1:pos:R:3:mulliken_charge:R:1
O 0.236 2.114 0.692 -0.426
C -0.218 0.917 1.048 0.134
N -0.220 0.000 0.165 0.043
C -0.050 -1.356 -0.276 -0.222
C 0.424 -0.166 -1.102 -0.797
H -0.540 0.793 2.076 0.347
H 0.683 -1.943 0.280 0.214
H -0.988 -1.878 -0.468 0.205
H -0.291 0.071 -1.899 0.198
H 0.737 1.940 -0.141 0.304
```

Output
HOMO: -7.5 eV
Multiplicity: 1

=====

y) Molecular formula: C3H5NO
Method: DFT, ωB97M-V with the def2-TZVPD basis set

Geometry as XYZ:
```
10
Properties=species:S:1:pos:R:3:mulliken_charge:R:1
C 3.436 0.502 2.152 0.159
C 0.639 -0.158 -0.390 0.133
C -0.740 0.290 0.142 -0.904
N 1.723 0.539 -0.245 -0.646
O 4.358 1.150 2.258 -0.165
H 0.615 -1.124 -0.913 0.347
H -1.304 1.071 -0.352 0.303
H -0.522 0.709 1.129 0.250
H -1.233 -0.639 0.448 0.289
H 1.773 1.379 0.358 0.234
```

Output
HOMO: -9.6 eV
Multiplicity: 1

=====

Which one sits at the bottom of the stability order? w) does.